Record 1
{"formula": "C7H31NO8", "method": "the ωB97M-V functional and the def2-TZVPD basis", "de_lowest_ev": 0.000, "charge": 1, "homo_ev": [-14.1, -14.1], "multiplicity": 2, "mol_weight_g_mol": 257.32, "gap_ev": [11.08, 6.28], "energy_ha": -941.6303, "elements": ["O", "O", "O", "O", "O", "O", "O", "O", "N", "C", "C", "C", "C", "C", "C", "C", "H", "H", "H", "H", "H", "H", "H", "H", "H", "H", "H", "H", "H", "H", "H", "H", "H", "H", "H", "H", "H", "H", "H", "H", "H", "H", "H", "H", "H", "H", "H"], "positions_angstrom": [[1.198818, -2.947390, -2.390814], [-4.363389, 0.599814, -1.020837], [-0.308050, 0.160236, 2.822370], [2.947770, -1.896805, 0.681781], [2.935784, -0.709589, -1.821525], [-2.051477, 2.345668, 3.343395], [2.270994, -0.288694, 2.942936], [-1.848335, -1.808523, -3.535078], [-0.117764, 0.934168, -0.075717], [1.284609, 2.906605, 0.414901], [-0.175416, -1.568310, -0.055054], [-0.223107, 3.355465, 0.266181], [1.328020, 1.449632, -0.036102], [-0.806622, 2.186104, -0.469852], [-0.262361, -0.259509, -0.907978], [-1.243309, -2.635649, -0.305851], [1.761084, 0.745810, 0.701995], [-0.853881, -3.466856, 0.309958], [0.792471, -2.050135, -0.197964], [-4.699924, 0.328210, -0.160083], [-1.914172, 2.094413, -0.470513], [2.632781, -1.576479, -1.552475], [1.762490, 1.303779, -1.028823], [3.663927, -0.393800, -1.292919], [-2.240258, -2.423016, 0.016390], [3.095647, -1.276633, 1.419104], [-0.133718, 0.365030, 1.870323], [0.363826, -2.508085, -2.622688], [2.726530, -2.700386, 1.161504], [1.329653, -0.030327, 2.958517], [1.615075, 2.961675, 1.453210], [-0.722132, 3.578344, 1.208520], [2.768606, 0.418327, 3.356354], [-2.765703, 1.972891, 2.814674], [1.957958, 3.553249, -0.151622], [1.861312, -2.953004, -3.094105], [-0.894212, -0.607256, 2.833946], [-0.628252, 2.286246, -1.533629], [-3.593687, 1.155997, -0.878251], [-2.348110, -1.088431, -3.113042], [-0.114813, 4.208412, -0.379877], [-2.571917, -2.398908, -3.255416], [-1.236923, -3.057121, -1.318630], [-1.226395, -0.266501, -1.463823], [0.535888, -0.333107, -1.671361], [-0.141607, -1.349527, 0.997390], [-1.347711, 1.683962, 3.230579]], "forces_ev_per_a": [[0.0, 0.0, 0.8], [0.1, -0.3, -0.3], [-0.1, 0.5, -1.1], [0.1, 0.1, 0.5], [-0.6, 1.1, -1.2], [0.2, -0.3, -0.5], [0.2, 0.1, -0.4], [-1.5, 0.2, 1.2], [2.0, 2.2, -4.0], [-0.5, -0.3, 1.0], [0.1, -0.4, -0.4], [1.7, -0.5, 0.1], [-0.4, -1.1, 1.9], [-2.5, -0.4, 0.3], [-1.3, -1.2, 0.2], [1.4, -1.0, 0.2], [0.7, 0.4, -0.6], [-0.6, 0.1, -0.1], [-0.1, 0.4, -0.3], [0.1, 0.2, 0.0], [0.6, 0.0, 0.6], [0.3, -0.3, 0.6], [-0.2, -0.4, 0.1], [0.3, -0.6, 0.4], [-0.6, 0.4, 0.1], [-0.2, 0.0, -0.2], [-0.5, -0.4, 1.1], [0.6, -0.3, -0.8], [0.1, -0.3, -0.1], [0.5, -0.3, 0.5], [-0.1, 0.1, 0.0], [0.1, 0.0, -0.1], [0.1, 0.1, 0.2], [-0.2, 0.2, 0.2], [-0.1, -0.3, -0.1], [-0.7, 0.2, -0.3], [0.0, 0.0, 0.1], [0.5, -0.2, -0.6], [-0.3, 0.0, 0.2], [0.8, 1.0, -0.5], [-0.9, 0.5, -0.1], [0.7, -1.2, -0.7], [-0.1, 0.5, 0.2], [0.5, 0.4, 0.7], [0.1, 0.5, 0.5], [-0.2, 0.3, 0.4], [-0.2, 0.2, 0.4]]}


Record 2
{"formula": "C4H2N2O", "method": "the ωB97M-V functional and the def2-TZVPD basis", "de_lowest_ev": 1.020, "homo_ev": -10.8, "mol_weight_g_mol": 94.07, "gap_ev": 11.04, "smiles": "N#Cc1ccon1", "energy_ha": -338.3039, "elements": ["O", "N", "N", "C", "C", "C", "C", "H", "H"], "positions_angstrom": [[1.418799, -1.070797, -0.008715], [-3.137112, -0.308873, -0.034802], [0.144646, -1.484850, 0.010052], [1.470577, 0.279822, -0.050073], [-2.003265, -0.392540, -0.023018], [-0.584827, -0.354010, 0.054501], [0.215616, 0.794550, -0.000238], [2.463221, 0.703896, -0.097992], [0.012344, 1.832804, 0.150282]], "forces_ev_per_a": [[0.7, 0.7, -0.4], [-1.4, 0.0, -0.1], [-1.5, 1.3, 0.3], [0.0, -0.5, 0.2], [0.9, -0.1, 0.4], [0.6, -1.6, -0.6], [1.3, 0.0, 0.4], [-0.2, 0.0, 0.1], [-0.5, 0.2, -0.3]]}